Entry 1:
{
  "formula": "C3H3NO",
  "method": "wB97M-V/def2-TZVPD",
  "species": ["H", "C", "O", "C", "H", "N", "H", "C"],
  "coordinates": [[1.61778, 0.32369, -0.39383], [-0.29449, -0.91473, 0.14584], [-0.77710, 1.44160, -1.15768], [-0.53203, 0.81347, -0.16482], [-0.29925, -1.90998, -0.28552], [-1.37657, -0.24076, 0.36267], [1.05319, 0.24782, 1.33377], [0.77200, 0.17484, 0.27886]],
  "multiplicity": 1,
  "de_lowest_kj_mol": 180.5,
  "homo_energy_ha": -0.3730,
  "lumo_ev": 0.44,
  "homo_lumo_gap_ev": 10.59,
  "total_charge": 0
}

=====

Entry 2:
{
  "formula": "C3H3NO",
  "method": "wB97M-V/def2-TZVPD",
  "species": ["H", "H", "C", "O", "H", "N", "C", "C"],
  "coordinates": [[-0.98391, -1.18034, -0.97017], [1.55356, 0.66792, -0.13288], [-0.61984, -0.08489, 0.78802], [1.08824, -1.29814, -0.40030], [-0.72995, 1.68982, 0.55797], [-1.04446, 0.93095, 1.30809], [0.95182, 0.04516, -0.81636], [-0.21546, -0.77049, -0.33438]],
  "multiplicity": 1,
  "de_lowest_kj_mol": 571.0,
  "homo_energy_ha": [-0.2841, -0.3210],
  "lumo_ev": [-0.66, -0.37],
  "homo_lumo_gap_ev": [7.08, 8.37],
  "total_charge": 0
}

=====

Entry 3:
{
  "formula": "C3H3NO",
  "method": "wB97M-V/def2-TZVPD",
  "species": ["N", "H", "O", "C", "C", "H", "C", "H"],
  "coordinates": [[2.33346, -0.17759, 0.94528], [-1.72373, 0.58296, -1.44828], [-1.36347, -0.90912, 0.07811], [1.06378, -0.33231, 0.25548], [-1.47297, 0.40446, -0.41213], [-1.69273, 1.04940, 0.41722], [-0.18944, -0.18624, 0.01395], [3.04510, -0.43157, 0.15038]],
  "smiles": "N=C=C1CO1",
  "multiplicity": 1,
  "de_lowest_kj_mol": 440.4,
  "homo_energy_ha": -0.3475,
  "lumo_ev": -0.09,
  "homo_lumo_gap_ev": 9.36,
  "total_charge": 0
}

=====

Entry 4:
{
  "formula": "C3H3NO",
  "method": "wB97M-V/def2-TZVPD",
  "species": ["H", "H", "O", "N", "C", "C", "C", "H"],
  "coordinates": [[-0.44688, -1.44851, -1.12536], [-0.02162, -1.59906, 0.69849], [-0.35510, 1.77628, 1.32600], [0.87442, 1.17923, -0.57798], [-0.20198, -0.93919, -0.16470], [0.19246, 1.53787, 0.36016], [1.00676, -0.18324, -0.46180], [-1.04805, -0.32338, -0.05480]],
  "multiplicity": 3,
  "de_lowest_kj_mol": 18.2,
  "homo_energy_ha": [-0.2734, -0.4258],
  "lumo_ev": [0.90, -0.78],
  "homo_lumo_gap_ev": [8.33, 10.81],
  "total_charge": 0
}

=====

Entry 5:
{
  "formula": "C3H3NO2",
  "method": "wB97M-V/def2-TZVPD",
  "species": ["H", "H", "H", "O", "N", "C", "C", "O", "C"],
  "coordinates": [[0.51932, 0.51732, 1.68396], [0.67767, -1.23814, -0.26491], [0.59454, 0.82849, -1.62014], [1.22920, 1.59264, 0.16164], [-2.40399, -0.98628, -0.74098], [0.62504, 0.80022, -0.51924], [0.02073, -0.43823, 0.13293], [0.08507, -0.33959, 1.51312], [-1.34757, -0.73642, -0.34638]],
  "smiles": "N#C[C@H](O)C=O",
  "multiplicity": 1,
  "de_lowest_kj_mol": 170.2,
  "homo_energy_ha": -0.4143,
  "lumo_ev": 0.10,
  "homo_lumo_gap_ev": 11.38,
  "total_charge": 0
}

=====

Entry 6:
{
  "formula": "C3H3NO2",
  "method": "wB97M-V/def2-TZVPD",
  "species": ["O", "C", "O", "C", "H", "H", "C", "N", "H"],
  "coordinates": [[0.30728, 1.07733, 0.95299], [0.36743, 1.16821, -0.40283], [-0.31029, -0.91421, 2.35475], [-0.10365, -0.44572, 1.27244], [-0.66760, -1.79230, -0.27568], [0.86978, 1.97651, -0.94044], [-0.08566, 0.05770, -0.98332], [-0.46756, -0.84621, 0.01054], [0.09027, -0.28130, -1.98845]],
  "smiles": "O=c1[nH]cco1",
  "multiplicity": 1,
  "de_lowest_kj_mol": 129.5,
  "homo_energy_ha": -0.3231,
  "lumo_ev": 0.68,
  "homo_lumo_gap_ev": 9.47,
  "total_charge": 0
}

=====

Entry 7:
{
  "formula": "C3H3NO2",
  "method": "wB97M-V/def2-TZVPD",
  "species": ["C", "H", "H", "C", "C", "O", "H", "O", "N"],
  "coordinates": [[-0.42786, -1.18586, 0.13125], [0.23328, -2.03048, 0.33796], [-1.23741, -1.32261, -0.54204], [0.20907, 0.12560, 0.00661], [-0.53968, -0.10365, 1.11276], [1.63181, 1.05225, -1.62299], [-0.49577, 0.03338, 2.18025], [-0.02351, 2.21322, -0.70036], [0.65008, 1.21815, -0.90344]],
  "smiles": "O=[N+]([O-])C1=CC1",
  "multiplicity": 1,
  "de_lowest_kj_mol": 694.9,
  "homo_energy_ha": -0.3676,
  "lumo_ev": -0.77,
  "homo_lumo_gap_ev": 9.24,
  "total_charge": 0
}

=====

Entry 8:
{
  "formula": "C3H3NO2",
  "method": "wB97M-V/def2-TZVPD",
  "species": ["O", "O", "C", "H", "H", "H", "C", "N", "C"],
  "coordinates": [[-0.39163, 1.27325, 1.38338], [1.13520, -0.84982, -1.47556], [0.63521, 0.67732, 0.45673], [-1.56408, -0.47516, 0.14074], [-1.17366, -1.44366, -1.40722], [1.41382, 1.31107, -0.00011], [0.33841, -0.51324, -0.63858], [-0.93204, -0.92465, -0.63097], [0.53878, 0.94490, 2.17159]],
  "multiplicity": 1,
  "de_lowest_kj_mol": 472.6,
  "homo_energy_ha": -0.3581,
  "lumo_ev": 0.16,
  "homo_lumo_gap_ev": 9.91,
  "total_charge": 0
}

=====

Entry 9:
{
  "formula": "C3H3NO2",
  "method": "wB97M-V/def2-TZVPD",
  "species": ["C", "O", "C", "N", "H", "C", "H", "O", "H"],
  "coordinates": [[-0.07165, -0.67159, -0.90946], [-0.57683, 1.42334, 0.78147], [-0.62301, -0.93641, -1.94243], [0.39780, 0.53225, 1.01267], [-1.25064, -1.01340, -2.75578], [0.78645, -0.39078, 0.18475], [-1.34053, 1.11734, 1.16279], [1.76231, -0.99681, 0.61085], [0.91611, 0.93606, 1.85514]],
  "smiles": "C#CC(=O)NO",
  "multiplicity": 1,
  "de_lowest_kj_mol": 467.2,
  "homo_energy_ha": -0.3647,
  "lumo_ev": 0.70,
  "homo_lumo_gap_ev": 10.62,
  "total_charge": 0
}

=====

Entry 10:
{
  "formula": "C3H3NO2",
  "method": "wB97M-V/def2-TZVPD",
  "species": ["O", "C", "O", "C", "C", "N", "H", "H", "H"],
  "coordinates": [[-0.39270, 0.01674, 0.88137], [-1.01681, 0.52672, -0.19711], [-2.12639, 0.24496, -0.54152], [0.62284, -0.96155, 0.59271], [-0.19265, 1.52879, -0.91602], [0.49742, 2.29057, -1.44526], [0.91320, -1.37492, 1.55871], [1.49321, -0.51060, 0.09663], [0.20189, -1.76071, -0.02952]],
  "smiles": "COC(=O)C#N",
  "multiplicity": 1,
  "de_lowest_kj_mol": 175.5,
  "homo_energy_ha": -0.4320,
  "lumo_ev": -0.35,
  "homo_lumo_gap_ev": 11.40,
  "total_charge": 0
}

=====

Entry 11:
{
  "formula": "C3H3NO2",
  "method": "wB97M-V/def2-TZVPD",
  "species": ["H", "H", "C", "C", "N", "O", "C", "O", "H"],
  "coordinates": [[-2.56491, 0.80025, -0.33324], [-0.52014, 1.60514, 0.80473], [0.59050, -0.08984, 0.48511], [-0.53508, 0.58854, 0.41614], [1.66966, -0.66239, 0.62817], [2.63085, -0.27026, -0.35391], [-1.78263, 0.03592, -0.15721], [-1.97377, -1.13630, -0.39190], [2.48552, -0.87108, -1.09789]],
  "smiles": "O=CC=C=NO",
  "multiplicity": 1,
  "de_lowest_kj_mol": 410.1,
  "homo_energy_ha": -0.3778,
  "lumo_ev": -0.40,
  "homo_lumo_gap_ev": 9.88,
  "total_charge": 0
}

=====

Entry 12:
{
  "formula": "C3H3NO2",
  "method": "wB97M-V/def2-TZVPD",
  "species": ["H", "C", "C", "C", "O", "N", "H", "O", "H"],
  "coordinates": [[-0.24888, -1.55537, -0.98406], [-0.09449, -1.41083, -0.01424], [0.47129, -1.33823, 1.06352], [0.48022, 1.19011, -1.20807], [1.33332, 1.54383, -1.91979], [-0.53824, 0.80204, -0.71278], [0.65379, -1.02231, 2.06827], [-1.03598, 1.25654, 0.52279], [-1.02103, 0.53423, 1.18436]],
  "smiles": "O=C=NO.C#C",
  "multiplicity": 1,
  "de_lowest_kj_mol": 567.2,
  "homo_energy_ha": -0.3728,
  "lumo_ev": 0.37,
  "homo_lumo_gap_ev": 10.52,
  "total_charge": 0
}

=====

Entry 13:
{
  "formula": "C3H3NO2",
  "method": "wB97M-V/def2-TZVPD",
  "species": ["H", "H", "H", "N", "C", "O", "C", "C", "O"],
  "coordinates": [[-0.31985, -1.65174, 0.04537], [0.29995, 0.72433, 1.50362], [-0.27153, 1.56385, -1.10510], [1.78431, -1.27562, -0.47252], [1.34519, -0.29035, -0.05116], [0.02878, 1.75043, -0.20807], [-0.95319, -0.73315, 0.07952], [0.19569, 0.52107, 0.42452], [-2.10936, -0.60882, -0.21618]],
  "smiles": "N#C[C@@H](O)C=O",
  "multiplicity": 1,
  "de_lowest_kj_mol": 255.3,
  "homo_energy_ha": -0.3879,
  "lumo_ev": 0.16,
  "homo_lumo_gap_ev": 10.72,
  "total_charge": 0
}

=====

Entry 14:
{
  "formula": "C3H3NO2",
  "method": "wB97M-V/def2-TZVPD",
  "species": ["O", "H", "N", "O", "C", "H", "H", "C", "C"],
  "coordinates": [[0.97727, -1.42716, -1.08530], [-0.84255, -1.56255, 1.43481], [-0.36152, 1.47111, 0.19630], [0.35491, 0.68336, -0.49352], [-1.00668, 0.73882, 1.03452], [1.94249, -1.09345, -1.56635], [-1.83572, 0.85832, 1.71615], [-0.58069, -0.66729, 0.73087], [0.35553, -0.49647, -0.15342]],
  "smiles": "Oc1ccno1",
  "multiplicity": 1,
  "de_lowest_kj_mol": 430.4,
  "homo_energy_ha": -0.3618,
  "lumo_ev": 0.46,
  "homo_lumo_gap_ev": 10.31,
  "total_charge": 0
}

=====

Entry 15:
{
  "formula": "C3H3NO2",
  "method": "wB97M-V/def2-TZVPD",
  "species": ["H", "H", "N", "O", "C", "C", "C", "O", "H"],
  "coordinates": [[-0.12559, 2.18591, -0.18883], [0.91411, 0.35917, 0.98586], [2.11998, -0.66347, -1.10729], [-0.62603, -2.04041, 0.13038], [-0.93041, -0.88791, 0.25449], [0.10992, 0.27495, 0.19766], [1.18007, -0.10993, -0.72288], [-0.65312, 1.43488, 0.10079], [-1.98894, -0.55320, 0.34982]],
  "smiles": "N#C[C@@H](O)C=O",
  "multiplicity": 1,
  "de_lowest_kj_mol": 243.0,
  "homo_energy_ha": -0.3981,
  "lumo_ev": 0.18,
  "homo_lumo_gap_ev": 11.01,
  "total_charge": 0
}

=====

Entry 16:
{
  "formula": "C3H3NO2",
  "method": "wB97M-V/def2-TZVPD",
  "species": ["C", "H", "C", "H", "O", "O", "N", "H", "C"],
  "coordinates": [[0.07285, -1.05664, 0.01963], [-0.11470, 2.16433, -0.20377], [0.21148, 1.10121, -0.07383], [-0.24407, -2.07968, -0.04865], [1.41092, -0.69254, -0.02825], [-2.03885, -0.09785, -0.02615], [1.42440, 0.70592, 0.09291], [-2.42690, 0.75667, 0.42119], [-0.64462, 0.04550, -0.00979]],
  "smiles": "Oc1cnoc1",
  "multiplicity": 1,
  "de_lowest_kj_mol": 308.8,
  "homo_energy_ha": -0.3492,
  "lumo_ev": 0.53,
  "homo_lumo_gap_ev": 10.03,
  "total_charge": 0
}

=====

Entry 17:
{
  "formula": "C3H3NO2",
  "method": "wB97M-V/def2-TZVPD",
  "species": ["N", "C", "C", "O", "H", "H", "O", "H", "C"],
  "coordinates": [[-1.54565, -0.56561, -0.04413], [0.68416, 0.12592, -0.05830], [0.07327, 0.45392, 1.14739], [-1.14871, 0.02756, 1.19302], [0.49302, 0.42884, -1.34875], [0.44875, 0.88434, 2.06989], [-0.27012, -0.62137, -2.04269], [1.72945, -0.16196, -0.12600], [-0.44424, -0.53835, -0.77243]],
  "multiplicity": 1,
  "de_lowest_kj_mol": 567.2,
  "homo_energy_ha": -0.3515,
  "lumo_ev": -0.67,
  "homo_lumo_gap_ev": 8.90,
  "total_charge": 0
}

=====

Entry 18:
{
  "formula": "C3H3NO2",
  "method": "wB97M-V/def2-TZVPD",
  "species": ["O", "N", "C", "H", "C", "O", "H", "C", "H"],
  "coordinates": [[0.25063, 0.96395, -0.20155], [0.07291, -1.22035, -0.09201], [-1.06051, 0.61844, -0.05166], [-2.05928, -1.36938, 0.02520], [0.89302, -0.16863, -0.15661], [2.23464, -0.24039, -0.09408], [2.50171, 0.66280, 0.49896], [-1.15348, -0.70764, -0.09707], [-1.67966, 1.46121, 0.16881]],
  "smiles": "Oc1ncco1",
  "multiplicity": 1,
  "de_lowest_kj_mol": 187.6,
  "homo_energy_ha": -0.3266,
  "lumo_ev": 0.33,
  "homo_lumo_gap_ev": 9.22,
  "total_charge": 0
}

=====

Entry 19:
{
  "formula": "C3H3NO2",
  "method": "wB97M-V/def2-TZVPD",
  "species": ["C", "C", "C", "O", "N", "H", "H", "O", "H"],
  "coordinates": [[1.29414, -1.07895, 0.68096], [1.21765, 0.69743, -1.29027], [-1.63567, 0.10010, 0.21697], [-1.14998, 0.99288, -0.42934], [2.42505, -1.09266, 0.90501], [0.24360, -1.08313, 0.49053], [-2.11821, -0.77468, -0.26084], [1.72754, 1.70694, -1.36985], [-1.60091, 0.09967, 1.32373]],
  "multiplicity": 1,
  "de_lowest_kj_mol": 283.1,
  "homo_energy_ha": -0.4052,
  "lumo_ev": -0.10,
  "homo_lumo_gap_ev": 10.92,
  "total_charge": 0
}

=====

Entry 20:
{
  "formula": "C3H3NO2",
  "method": "wB97M-V/def2-TZVPD",
  "species": ["C", "H", "C", "O", "N", "C", "O", "H", "H"],
  "coordinates": [[-0.66250, 0.35481, -0.68844], [0.80425, 2.00290, -0.80061], [-0.64854, -0.84669, 0.10850], [-1.39577, -1.76563, 0.27987], [0.70865, -0.76666, 0.74956], [0.45498, 1.05889, -0.42530], [1.26686, 0.46535, 0.45821], [0.93764, -1.13262, 1.65971], [-1.46558, 0.62965, -1.34151]],
  "smiles": "O=c1cco[nH]1",
  "multiplicity": 1,
  "de_lowest_kj_mol": 235.9,
  "homo_energy_ha": -0.3447,
  "lumo_ev": 0.80,
  "homo_lumo_gap_ev": 10.17,
  "total_charge": 0
}